Density functional theory data (ωB97M-V/def2-TZVPD) for C2H4N2O3 as an isolated structure.

```
11
Properties=species:S:1:pos:R:3:mulliken_charge:R:1
N -0.748 0.222 0.194 0.20
C 0.372 -0.596 0.509 0.29
N -0.719 1.568 0.463 -0.53
C 1.312 -0.703 -0.591 0.40
O -1.237 -0.138 -1.093 -0.44
O 0.533 -0.976 1.668 -0.52
O 2.174 -0.433 -1.334 -0.37
H -1.852 -0.869 -0.913 0.37
H -0.018 2.117 -0.027 0.24
H -0.562 1.704 1.458 0.27
H 0.745 -1.896 -0.333 0.09
```

The charge is 0. As for the energy above the lowest of the compared OMol25 structures with the same formula, charge and spin: 166.7 kcal/mol. For the LUMO energy, the calculation gives -0.00545 hartree. As for the frontier orbital gap: 8.917 eV. The calculation puts the total energy at -11255.3365 eV.


Density functional theory data (ωB97M-V/def2-TZVPD) for C12H13BrGdO2 as an isolated structure.

```
29
Properties=species:S:1:pos:R:3:mulliken_spin:R:1
C 1.237 1.529 0.757 -0.10
C 0.117 1.852 1.627 0.01
C 0.035 0.831 2.608 -0.09
H -0.542 2.718 1.490 0.00
C 1.046 -0.136 2.355 0.00
C 1.774 0.239 1.205 -0.06
H 2.604 -0.293 0.708 0.01
H 1.641 2.151 -0.054 0.01
H -0.700 0.789 3.410 0.00
H 1.241 -1.027 2.949 0.00
Gd -0.203 0.045 -0.982 7.45
Br -1.494 1.883 -2.517 -0.06
C 0.508 -1.930 -2.471 0.00
C 1.824 -1.941 -1.888 -0.02
C 2.404 -0.653 -2.082 0.00
H 2.366 -2.844 -1.568 0.00
C 1.457 0.162 -2.789 -0.03
C 0.362 -0.694 -3.199 -0.04
H -0.518 -0.402 -3.763 0.00
H -0.212 -2.740 -2.473 0.00
H 3.467 -0.401 -1.937 0.00
H 1.598 1.202 -3.072 0.00
C -3.340 0.007 2.129 -0.01
C -2.241 -0.171 1.111 -0.02
O -1.571 -1.247 0.980 -0.02
O -1.977 0.818 0.327 -0.05
H -3.472 -0.836 2.828 0.00
H -4.279 0.175 1.594 0.00
H -3.131 0.914 2.715 0.00
```

The charge is -1. As for the energy above the lowest of the compared OMol25 structures with the same formula, charge and spin: 0.0 kcal/mol. For the LUMO energy (alpha / beta), the calculation gives 0.06835 / 0.10556 hartree. As for the frontier orbital gap (alpha / beta): 5.983 / 7.052 eV. The calculation puts the total energy at -107629.7714 eV. The spin multiplicity is 8.


Density functional theory data (ωB97M-V/def2-TZVPD) for a 3-piece molecular cluster, C4H5ClNO2 overall.

```
13
Properties=species:S:1:pos:R:3:mulliken_charge:R:1
C 0.001 -1.941 -2.214 -0.62
C -0.327 -1.002 -1.389 -0.14
C -1.568 1.831 2.044 0.68
C 1.714 0.576 0.394 0.17
N 1.978 0.206 -0.798 -0.40
O -0.772 2.034 2.911 -0.55
O -2.167 2.438 1.215 -0.55
Cl -1.782 -0.162 1.737 -0.49
H -0.693 -2.562 -2.836 0.24
H 1.057 -2.135 -2.480 0.25
H -0.831 -0.477 -0.635 0.29
H 2.646 0.564 1.217 0.20
H 0.746 0.630 0.834 -0.07
```

The charge is -1. For the LUMO energy (alpha / beta), the calculation gives 0.10762 / 0.13618 hartree. As for the frontier orbital gap (alpha / beta): 7.721 / 9.244 eV. The calculation puts the total energy at -22333.7426 eV.